Below is the molecule C3H5ClN2 at a distorted geometry, with properties calculated with ωB97M-V with the def2-TZVPD basis set.

Atoms and positions in Å:
H (-1.998, -1.879, 0.090)
N (-1.136, -1.364, -0.068)
C (-1.399, -0.102, 0.045)
N (-0.481, 0.907, -0.020)
C (0.893, 0.769, -0.065)
C (1.538, -0.388, -0.054)
Cl (3.261, -0.313, 0.019)
H (-2.470, 0.267, 0.188)
H (-0.850, 1.861, 0.061)
H (1.566, 1.636, -0.136)
H (1.076, -1.394, -0.059)

Summary:
**HOMO-LUMO gap**: 9.038 eV
**HOMO**: -8.4143 eV
**2S+1**: 1
**Molar mass**: 104.54 g mol⁻¹

Charges computed using Löwdin, reported in e: atom 1 (H): 0.040, atom 2 (N): 0.067, atom 3 (C): -0.298, atom 4 (N): -0.008, atom 5 (C): -0.241, atom 6 (C): -0.582, atom 7 (Cl): 0.583, atom 8 (H): 0.136, atom 9 (H): 0.145, atom 10 (H): 0.107, atom 11 (H): 0.052